C2H5N3O2 in the gas phase in a non-equilibrium geometry, computed with ωB97M-V with the def2-TZVPD basis set.

Its energy above the lowest of the compared OMol25 structures with the same formula, charge and spin is 470.19 kJ/mol. The value obtained for the total energy is -10716.9371 eV. The LUMO energy comes out at 0.56 eV. Its structure (SMILES) is [H]/N=C(/N)O/C=N/O.

Last column: Löwdin charge in e.
CARTESIAN COORDINATES (ANGSTROEM)
1 H -0.165 1.464 0.220  0.06
2 N 0.931 1.511 0.070  0.10
3 C 1.218 0.241 -0.014  -0.61
4 N 2.405 -0.310 -0.209  0.14
5 O 0.369 -0.838 -0.159  -0.05
6 C -1.043 -0.863 0.157  -0.03
7 N -1.658 0.262 -0.369  -0.03
8 O -2.982 0.149 -0.093  -0.08
9 H 3.229 0.345 -0.193  0.15
10 H 2.469 -1.243 0.075  0.08
11 H -1.579 -1.816 0.493  0.16
12 H -3.195 1.098 0.022  0.11